# 1
C8H10 | ωB97M-V/def2-TZVPD

```
! wB97M-V def2-TZVPD RIJCOSX def2/J DEFGRID3
* xyz 0 1
C 1.9163 -0.0386 0.0878
C 0.7907 -1.1615 -0.2808
C -0.2921 -0.6235 0.1888
C -1.6685 -1.0454 -0.0670
C -2.4268 0.1734 0.0340
C -1.6037 1.3248 -0.1083
C -0.2285 0.8073 -0.1887
C 1.1797 1.3267 -0.0121
H 1.8237 -0.3951 1.2103
H 2.9132 -0.1171 -0.3938
H 0.9743 -2.3172 0.1973
H 0.8760 -1.3665 -1.4386
H -0.2303 -0.6050 1.3564
H -1.9273 -2.0488 -0.2619
H -3.5393 0.1936 0.1944
H -1.9685 2.2497 -0.3408
H 1.8494 1.6347 -0.9722
H 1.5616 2.0084 0.7951
*
```

SMILES	C1=C[C@H]2CCCC2=C1
E_HOMO	-7.76	eV
HOMO-LUMO gap	8.14	eV

Charge distribution, Löwdin scheme, values in e:
1 C -0.1741
2 C -0.2514
3 C -0.5219
4 C 0.0040
5 C -0.0873
6 C 0.0035
7 C -0.1310
8 C -0.1484
9 H 0.1266
10 H 0.1043
11 H 0.1814
12 H 0.1559
13 H 0.2197
14 H 0.0875
15 H 0.1066
16 H 0.0621
17 H 0.1465
18 H 0.1159

# 2
C8H10 | ωB97M-V/def2-TZVPD

```
! wB97M-V def2-TZVPD RIJCOSX def2/J DEFGRID3
* xyz 0 1
C 0.6381 0.9847 0.9305
C -0.2323 1.5277 0.0926
C -1.5970 0.6899 -2.0220
C -2.4758 0.6963 -1.0564
C -0.4000 -1.0051 -0.0033
C 0.6518 -0.5234 0.9876
C -1.0531 0.5647 -0.6440
C 2.0455 -1.0634 0.6607
H 1.3217 1.5400 1.5520
H -0.3593 2.5883 -0.0595
H -1.3791 0.7534 -3.0607
H -3.4858 0.7484 -0.7289
H 0.0066 -1.5567 -0.8414
H -1.2387 -1.5211 0.4492
H 0.3916 -0.8358 2.0079
H 2.3387 -0.7448 -0.3389
H 2.0459 -2.1509 0.7022
H 2.7812 -0.6922 1.3722
*
```

SMILES	C[C@H]1C=CC2(C=C2)C1
E_HOMO	-8.69	eV
HOMO-LUMO gap	9.84	eV

Charge distribution, Löwdin scheme, values in e:
1 C -0.0762
2 C -0.0630
3 C 0.0242
4 C 0.0240
5 C -0.0270
6 C -0.4029
7 C -0.3159
8 C -0.0837
9 H 0.1027
10 H 0.1067
11 H 0.0874
12 H 0.0880
13 H 0.0881
14 H 0.0884
15 H 0.1329
16 H 0.0816
17 H 0.0736
18 H 0.0712

# 3
C8H10 | ωB97M-V/def2-TZVPD

```
! wB97M-V def2-TZVPD RIJCOSX def2/J DEFGRID3
* xyz 0 1
C 1.4448 -0.3157 0.0068
C 0.6997 -0.1902 -1.2898
C 2.0325 -0.7653 -1.2754
C -0.7170 0.3500 0.4518
C 0.6903 -0.1080 1.0077
C -0.5255 0.0449 -1.0193
C 0.9058 -0.3140 2.4608
C -1.6809 0.2162 -1.9926
H 2.0433 -1.8027 -1.6331
H 2.8026 -0.1842 -1.7857
H -1.5311 -0.3297 0.7231
H -0.9868 1.3723 0.8095
H 1.7483 -0.8718 2.5480
H 0.1478 -0.8373 2.9105
H 0.8436 0.6203 3.0042
H -1.5239 0.9839 -2.6874
H -2.5067 0.3203 -1.4417
H -1.7429 -0.6837 -2.7742
*
```

SMILES	CC1=C2CC2=C(C)C1
E_HOMO	-8.33	eV
HOMO-LUMO gap	9.32	eV

Charge distribution, Löwdin scheme, values in e:
1 C -0.0933
2 C -0.1184
3 C -0.0137
4 C -0.0579
5 C -0.2319
6 C -0.2677
7 C -0.0368
8 C -0.0350
9 H 0.1158
10 H 0.1067
11 H 0.1212
12 H 0.1340
13 H 0.0492
14 H 0.0487
15 H 0.0877
16 H 0.0499
17 H 0.0139
18 H 0.1277

# 4
C8H10AuCl3GeN2O2S2 | ωB97M-V/def2-TZVPD

```
! wB97M-V def2-TZVPD RIJCOSX def2/J DEFGRID3
* xyz 1 4
Au -0.0391 0.2343 -0.1624
C -0.5865 0.0675 3.1370
O 0.4334 0.4007 2.1825
C 1.6859 -0.2278 2.4708
C 2.6430 0.1832 1.3897
O 2.1923 -0.2978 0.1041
C 2.6489 -1.6327 -0.2092
H -0.2344 0.2993 4.1420
H -0.8409 -0.9919 3.0683
H -1.4568 0.6755 2.9091
H 1.5512 -1.3141 2.4989
H 2.0549 0.0989 3.4458
H 3.6473 -0.1931 1.5834
H 2.6813 1.2691 1.3116
H 3.7375 -1.6418 -0.1905
H 2.2963 -1.8658 -1.2087
H 2.2537 -2.3559 0.5050
S -1.5016 -0.9213 -1.7993
C -2.6619 0.1994 -1.3776
S -2.1894 1.3219 -0.2240
C -3.9713 0.2151 -1.9871
C -4.9240 1.1833 -1.5996
N -5.6995 1.9682 -1.2592
C -4.3002 -0.7450 -2.9678
N -4.5492 -1.5574 -3.7499
Cl -0.4681 2.4060 -3.2711
Ge 1.1814 1.2983 -2.4787
Cl 1.4486 -0.5054 -3.6133
Cl 2.9672 2.4294 -2.6495
*
```

E_HOMO (spin up / spin down)	-11.94 / -13.22	eV
HOMO-LUMO gap (spin up / spin down)	7.60 / 6.05	eV

Charge distribution, Löwdin scheme, values in e:
1 Au 0.5873
2 C -0.0589
3 O -0.3078
4 C -0.1838
5 C -0.1556
6 O -0.3752
7 C -0.0495
8 H 0.1030
9 H 0.1019
10 H 0.0830
11 H 0.1347
12 H 0.1463
13 H 0.1426
14 H 0.1426
15 H 0.1075
16 H 0.0586
17 H 0.0977
18 S 0.7340
19 C -1.1545
20 S 0.7396
21 C -0.2525
22 C -0.1738
23 N 0.2557
24 C -0.1762
25 N 0.2568
26 Cl 0.1555
27 Ge -0.2807
28 Cl 0.1468
29 Cl 0.1748

# 5
C8H10AuO8P | ωB97M-V/def2-TZVPD

```
! wB97M-V def2-TZVPD RIJCOSX def2/J DEFGRID3
* xyz 2 3
O -0.2332 4.5781 -4.6416
C 0.0881 3.5663 -5.0695
Au -0.7130 0.1043 -1.4621
O -0.1494 3.8734 0.1295
C -0.1504 2.8946 -0.4507
C 2.2249 -1.0139 -2.5261
O 2.3642 -1.7627 -3.4253
C 1.4017 0.0569 -1.8180
O 2.0703 1.0096 -1.4129
C -2.4930 1.0801 -1.4991
O -3.0734 2.0970 -1.5421
H -2.4861 -0.0446 -1.1119
C -1.6175 -0.0543 2.8525
O -0.6203 0.3575 1.8864
P -0.1574 -0.5814 0.6855
O 1.4025 -0.8317 0.8815
C 2.2620 0.0521 1.6461
O -0.8966 -1.9746 0.9427
C -0.3686 -3.1998 0.3790
H -2.6133 -0.0768 2.3973
H -1.5832 0.6991 3.6421
H -1.3677 -1.0354 3.2710
H 2.0500 1.1108 1.4478
H 2.1337 -0.1675 2.7128
H 3.2813 -0.1808 1.3397
H 0.5370 -3.0511 -0.2147
H -0.1544 -3.8601 1.2230
H -1.1381 -3.6450 -0.2627
*
```

E_HOMO (spin up / spin down)	-16.37 / -17.87	eV
HOMO-LUMO gap (spin up / spin down)	6.21 / 6.58	eV

Charge distribution, Löwdin scheme, values in e:
1 O 0.0104
2 C -0.0053
3 Au 0.9225
4 O 0.1242
5 C 0.0217
6 C 0.1367
7 O 0.3306
8 C -0.3441
9 O 0.0638
10 C -0.2427
11 O 0.1926
12 H 0.0806
13 C -0.0271
14 O -0.2592
15 P 0.6593
16 O -0.2839
17 C -0.0287
18 O -0.2672
19 C -0.0427
20 H 0.1048
21 H 0.1161
22 H 0.1055
23 H 0.0980
24 H 0.1150
25 H 0.1110
26 H 0.0800
27 H 0.1188
28 H 0.1093

# 6
C8H10Br2 | ωB97M-V/def2-TZVPD

```
! wB97M-V def2-TZVPD RIJCOSX def2/J DEFGRID3
* xyz 0 1
Br 4.6639 2.3396 1.3832
Br 3.1034 2.7619 -1.3486
C 3.0889 0.3338 0.1285
C 3.1189 1.8273 0.3423
H 3.0683 -0.1870 1.1006
H 3.9784 -0.0011 -0.4313
H 2.1877 0.0513 -0.4411
H 2.2394 2.2043 0.9030
C -0.6664 1.4515 2.3738
C -1.0514 2.3489 1.3770
C 0.1098 1.8913 3.4467
C -0.6601 3.6861 1.4531
C 0.5011 3.2286 3.5228
C 0.1161 4.1259 2.5260
H -0.9743 0.3992 2.3140
H -1.6621 2.0027 0.5328
H 0.4127 1.1852 4.2311
H -0.9630 4.3922 0.6687
H 1.1118 3.5747 4.3671
H 0.4240 5.1782 2.5859
*
```

E_HOMO	-9.61	eV
HOMO-LUMO gap	10.33	eV

Charge distribution, Löwdin scheme, values in e:
1 Br 0.6114
2 Br 0.6116
3 C -0.2568
4 C -1.2256
5 H 0.0761
6 H 0.0744
7 H 0.0761
8 H 0.0182
9 C -0.1070
10 C -0.1042
11 C -0.1045
12 C -0.1021
13 C -0.1022
14 C -0.1006
15 H 0.1044
16 H 0.1054
17 H 0.1052
18 H 0.1066
19 H 0.1066
20 H 0.1069

Calculated F_max, 13.607, 3.693, 5.548, 0.579, 7.762, 0.879 eV/A (same order as the records).
Calculated total energy, -8453.001, -8454.593, -8452.853, -134971.349, -37794.938, -148543.201 eV (same order as the records).